Molecular formula: C2H42O18S
Method: DFT, ωB97M-V/def2-TZVPD

Structure (ORCA input):
```
! RIJCOSX wB97M-V def2-TZVPD def2/J DEFGRID3
* xyz -1 2
S -1.060 -1.693 -3.959
O -0.805 3.893 1.563
O -3.197 1.138 1.812
O 2.086 -2.461 -1.806
O -0.221 0.186 1.042
O 2.137 3.000 -2.858
O 4.044 1.443 -0.637
O 4.054 1.264 2.686
O -5.149 -0.045 0.250
O -2.982 2.285 -0.534
O -0.079 -4.431 -1.763
O 2.193 3.232 1.482
O -3.382 -2.222 1.018
O -0.142 -2.327 -0.138
O -3.362 -0.923 3.613
O -0.219 -2.331 2.576
O 1.773 -0.529 2.698
O 3.624 -0.886 0.779
O 2.647 -0.018 -2.771
C -1.666 -0.255 -3.021
C -0.520 0.487 -2.342
H 2.819 2.493 1.401
H 0.106 4.200 1.673
H -2.134 1.840 -0.634
H 1.911 -3.053 -2.547
H 2.520 3.877 -2.712
H 0.074 -2.409 0.817
H 4.834 1.533 -1.185
H -2.408 -0.567 -2.288
H -1.271 -2.709 -3.114
H -0.070 -3.659 -1.137
H -2.416 -1.025 3.467
H -3.175 -3.146 1.171
H 2.340 -0.784 1.933
H 0.125 1.075 -2.995
H 2.472 -0.977 -2.720
H 1.255 -2.539 -1.298
H -4.872 -0.962 0.089
H 2.994 0.278 -3.612
H 0.069 1.089 0.863
H 3.371 1.814 -1.228
H -3.642 -1.780 1.838
H -3.736 0.509 1.292
H 0.545 -1.682 2.557
H 4.084 -0.288 0.161
H 4.300 1.212 1.761
H -1.170 0.212 1.227
H 0.284 -5.170 -1.270
H -0.959 1.219 -1.666
H -5.054 0.342 -0.631
H -1.250 4.653 1.967
H -2.210 0.343 -3.751
H 1.491 2.997 -2.139
H 1.014 -0.014 2.349
H -0.050 -3.053 3.162
H 0.103 -0.134 -1.705
H -3.659 -0.176 3.056
H -3.613 1.980 1.599
H -1.103 -2.203 -0.075
H 3.384 0.591 2.884
H 2.614 3.533 2.300
H 3.209 -1.490 0.142
H -2.904 3.226 -0.691
*
```

## Properties
<S²>: 0.751
Gap between HOMO and LUMO (alpha / beta): 1.97 / 8.70 eV



Molecular formula: C5H4N
Method: DFT, ωB97M-V/def2-TZVPD

Structure (ORCA input):
```
! RIJCOSX wB97M-V def2-TZVPD def2/J DEFGRID3
* xyz 1 1
N -0.363 0.158 -0.092
C 0.860 -0.759 0.092
C -2.860 -0.259 -0.017
C 1.818 0.272 -0.211
C 0.568 1.002 0.236
C -1.677 0.057 -0.163
H 2.043 0.602 -1.175
H -3.900 -0.189 0.097
H 2.761 0.493 0.362
H 0.749 -1.377 0.871
*
```

## Properties
Structure (SMILES): C#C[N+]1=C2C[C@@H]21
Gap between HOMO and LUMO (alpha / beta): 8.66 / 8.66 eV



Molecular formula: C4H10N2O
Method: DFT, ωB97M-V/def2-TZVPD

Structure (ORCA input):
```
! RIJCOSX wB97M-V def2-TZVPD def2/J DEFGRID3
* xyz 0 1
O 0.121 -2.584 -2.053
N -1.659 0.573 1.896
N 2.159 -1.511 -2.126
C 0.152 0.410 0.230
C -2.018 1.152 2.961
C -0.828 1.343 0.915
C 1.088 -2.219 -2.699
H 2.667 -0.906 -2.779
H -0.295 2.291 1.383
H -1.643 2.159 3.215
H 0.831 -0.065 1.044
H 1.204 -2.447 -3.789
H -2.639 0.605 3.706
H 0.796 0.952 -0.559
H -1.560 1.777 0.182
H 2.102 -1.206 -1.167
H -0.479 -0.322 -0.358
*
```

## Properties
Structure (SMILES): C=NCC.NC=O
Gap between HOMO and LUMO: 10.61 eV



Molecular formula: C4H9NO
Method: DFT, ωB97M-V/def2-TZVPD

Structure (ORCA input):
```
! RIJCOSX wB97M-V def2-TZVPD def2/J DEFGRID3
* xyz 0 1
O 1.122 1.080 0.125
N -1.122 0.842 0.093
C -1.383 2.069 -0.645
C 0.251 -1.172 0.278
C 0.172 0.329 0.196
C 1.696 -1.768 0.333
H 2.432 -1.168 -0.276
H -0.619 2.841 -0.498
H 2.055 -1.545 1.349
H -0.494 -1.718 -0.305
H -1.557 1.898 -1.731
H -1.746 0.093 -0.170
H 1.589 -2.853 0.218
H -0.090 -1.419 1.302
H -2.306 2.492 -0.269
*
```

## Properties
Structure (SMILES): CCC(=O)NC
Gap between HOMO and LUMO: 10.45 eV



Molecular formula: C9H18Cl18
Method: DFT, ωB97M-V/def2-TZVPD

Structure (ORCA input):
```
! RIJCOSX wB97M-V def2-TZVPD def2/J DEFGRID3
* xyz 0 1
Cl -5.955 -0.103 4.280
Cl -3.516 3.211 -3.816
Cl 2.448 -1.376 2.300
Cl 0.267 1.375 1.202
Cl -5.019 -3.820 -1.592
Cl 3.579 1.228 -2.635
Cl 3.040 2.217 5.302
Cl 0.434 -2.838 -1.835
Cl -0.922 1.976 -4.562
Cl 2.237 0.270 -5.018
Cl -3.320 -0.268 2.762
Cl 1.924 -5.175 -0.866
Cl -0.525 0.697 -1.461
Cl 3.804 -4.000 1.835
Cl -3.468 -1.463 -0.860
Cl 2.187 3.637 2.752
Cl -0.297 4.270 -1.092
Cl 1.789 5.958 0.128
C -4.977 0.416 2.843
C 3.570 -2.639 2.962
C -0.275 0.076 0.225
C 1.664 -3.438 -0.664
C 1.500 4.429 -0.809
C 2.748 2.117 3.514
C 2.559 -0.068 -3.324
C -3.976 -3.071 -0.339
C -2.621 1.681 -4.092
H 1.947 1.416 3.279
H 1.676 -0.163 -2.693
H 0.429 -0.754 0.266
H 2.064 4.399 -1.741
H 3.229 -3.026 3.923
H -3.043 -3.633 -0.297
H 1.301 -3.256 0.347
H 2.619 -2.943 -0.840
H -3.160 1.138 -4.869
H -5.429 0.122 1.896
H 3.069 -1.031 -3.306
H -2.719 1.075 -3.191
H 4.518 -2.181 3.242
H -5.015 1.501 2.743
H 1.712 3.511 -0.261
H -4.548 -3.016 0.587
H -1.235 -0.227 0.645
H 3.708 1.770 3.133
*
```

## Properties
Structure (SMILES): ClCCl.ClCCl.ClCCl.ClCCl.ClCCl.ClCCl.ClCCl.ClCCl.ClCCl
Gap between HOMO and LUMO: 10.61 eV



Molecular formula: C41H36N2O3P2SbSe4Ti
Method: DFT, ωB97M-V/def2-TZVPD

Structure (ORCA input):
```
! RIJCOSX wB97M-V def2-TZVPD def2/J DEFGRID3
* xyz 0 2
Sb -5.069 1.277 -1.620
Se -4.402 3.488 -2.597
Se -2.528 0.289 -1.348
Se -5.820 1.541 0.614
Se -5.790 0.029 -3.491
Ti -0.931 0.162 0.287
P 2.372 -1.758 0.656
P 0.677 -0.491 -2.024
O -0.692 2.083 0.474
O -3.230 4.543 2.787
O -1.450 -1.536 0.902
N -2.443 2.181 1.915
N -2.372 0.815 1.715
C 3.358 0.380 -2.096
C -1.718 0.359 -5.274
C -2.312 5.042 1.945
C -1.475 1.714 -5.439
C -1.058 -0.352 -4.282
C 4.948 -3.997 3.780
C -4.736 -1.860 2.451
C -4.067 -3.957 1.521
C -5.000 -3.191 2.223
C -1.544 2.775 1.187
C -2.887 -3.399 1.075
C 1.068 -3.271 -1.346
C -1.275 7.009 1.018
C -0.455 6.221 0.212
C -0.570 2.363 -4.611
C 3.576 -3.924 3.984
C 0.531 -0.772 2.713
C 5.514 -3.377 2.678
C 0.207 -2.275 -2.130
C -3.551 -1.268 1.995
C 2.396 -0.452 -2.649
C 3.331 -2.617 1.969
C -0.563 4.849 0.284
C 3.994 -1.146 -4.320
C -2.614 -2.049 1.305
C 1.443 -0.524 1.677
C 4.950 -0.309 -3.757
C -2.191 6.430 1.872
C 2.774 -3.239 3.086
C 4.708 -2.690 1.779
C 1.191 -3.108 0.175
C -3.359 0.141 2.196
C 0.087 1.655 -3.618
C 1.934 0.782 1.550
C 4.628 0.459 -2.650
C 1.561 1.794 2.423
C 0.147 0.239 3.582
C -0.154 0.294 -3.448
C -1.478 4.238 1.147
C 2.721 -1.204 -3.778
C 0.667 1.521 3.445
H 5.150 -2.201 0.919
H 1.973 -1.831 -4.248
H 0.631 -4.256 -1.536
H 1.707 -3.192 3.262
H 6.583 -3.425 2.515
H -2.157 -3.987 0.533
H -2.000 2.268 -6.206
H 5.365 1.121 -2.214
H 3.129 -4.406 4.845
H -2.450 -0.140 -5.895
H 0.358 2.306 4.124
H -5.463 -1.238 2.959
H 1.653 -4.020 0.560
H -0.571 0.025 4.363
H -1.202 8.088 0.972
H 2.070 -3.303 -1.786
H 4.237 -1.742 -5.189
H 2.638 0.998 0.758
H -4.271 -5.000 1.319
H 5.572 -4.537 4.480
H 5.941 -0.251 -4.187
H -3.254 3.568 2.672
H 0.059 4.211 -0.330
H 0.225 -2.585 -3.177
H -2.839 7.029 2.496
H -5.925 -3.632 2.565
H 0.770 2.170 -2.949
H 0.254 6.680 -0.463
H 0.219 -3.018 0.658
H -4.098 0.683 2.778
H 3.123 0.964 -1.217
H -1.306 -1.394 -4.128
H -0.395 3.425 -4.721
H 1.951 2.794 2.290
H -0.838 -2.318 -1.804
H 0.110 -1.760 2.840
*
```

## Properties
<S²>: 0.755
Gap between HOMO and LUMO (alpha / beta): 6.33 / 5.92 eV



Molecular formula: C4H4N4
Method: DFT, ωB97M-V/def2-TZVPD

Structure (ORCA input):
```
! RIJCOSX wB97M-V def2-TZVPD def2/J DEFGRID3
* xyz 0 1
N 0.540 1.437 -1.238
N -1.330 -0.214 -0.606
N 1.829 0.482 0.423
N 0.595 -0.058 0.423
C -1.355 -1.134 0.416
C -0.120 0.448 -0.661
C -0.178 -1.063 1.082
C 1.740 1.368 -0.555
H 2.545 2.019 -0.728
H -2.107 -0.130 -1.287
H 0.088 -1.446 2.055
H -2.246 -1.710 0.676
*
```

## Properties
Structure (SMILES): c1nc2[nH]ccn2n1
Gap between HOMO and LUMO: 9.53 eV